Formula: C28H75N3O14
Source: the OMol25 dataset
Level of theory: ωB97M-V/def2-TZVPD

E_HOMO (eV): -8.430
SMILES: COCCNCCOC.COCCNCCOC.COCCNCCOC.OCCO.OCCO.OCCO.CCO.CCO

Last column: Mulliken charge in e.
Atoms and positions in Å:
C (-2.370, -2.031, 3.352)  -0.34
O (-3.317, -1.094, 3.866)  -0.45
C (-3.126, 0.199, 3.346)  0.96
C (-4.308, 1.055, 3.733)  -0.93
N (-3.846, 2.451, 3.467)  -0.22
C (-4.863, 3.424, 3.467)  -0.46
C (-4.306, 4.778, 3.227)  -0.65
O (-5.003, 5.741, 3.260)  -0.41
C (-5.634, 6.242, 4.475)  -0.89
H (-2.374, -2.106, 2.277)  -0.11
H (-2.623, -3.128, 3.640)  0.29
H (-1.310, -1.707, 3.400)  0.33
H (-2.966, 0.078, 2.350)  -0.70
H (-2.200, 0.538, 3.793)  0.35
H (-4.748, 0.902, 4.734)  0.44
H (-5.138, 0.930, 3.018)  0.33
H (-3.578, 2.315, 2.483)  0.03
H (-5.424, 3.348, 4.418)  0.38
H (-5.598, 3.173, 2.685)  0.29
H (-3.820, 4.884, 2.266)  0.17
H (-3.636, 4.901, 3.975)  0.60
H (-5.664, 7.267, 4.562)  0.34
H (-5.265, 5.818, 5.396)  0.34
H (-6.661, 5.968, 4.516)  0.35
C (-4.906, -3.824, -5.134)  -0.90
O (-3.635, -4.340, -4.997)  -0.40
C (-2.942, -3.410, -4.167)  -0.36
C (-1.538, -3.995, -4.000)  -0.99
N (-0.840, -3.116, -3.130)  -0.02
C (-0.908, -3.573, -1.785)  -1.16
C (-0.120, -2.623, -0.991)  -0.21
O (-0.204, -2.460, 0.218)  -0.42
C (0.608, -3.410, 0.944)  -0.69
H (-4.897, -2.765, -5.388)  0.31
H (-5.588, -4.113, -4.434)  0.37
H (-5.325, -4.539, -5.785)  0.37
H (-3.335, -3.459, -3.200)  0.38
H (-2.860, -2.383, -4.632)  0.36
H (-1.163, -3.950, -5.030)  0.36
H (-1.546, -4.973, -3.637)  0.45
H (-1.107, -2.166, -3.417)  0.23
H (-0.547, -4.608, -1.776)  0.50
H (-1.974, -3.537, -1.503)  0.34
H (-0.486, -1.663, -1.335)  -0.07
H (0.903, -2.820, -1.345)  0.27
H (1.661, -3.269, 0.622)  -0.06
H (0.368, -4.424, 0.815)  0.50
H (0.481, -3.074, 1.946)  0.21
C (1.599, 5.346, -0.845)  -0.97
O (2.131, 4.046, -0.715)  -0.29
C (1.869, 3.094, -1.793)  -0.77
C (2.499, 1.771, -1.429)  0.20
N (2.001, 0.748, -2.393)  -0.34
C (2.547, -0.506, -2.038)  0.45
C (2.563, -1.573, -3.090)  -0.92
O (3.134, -2.657, -2.775)  -0.27
C (2.682, -3.738, -3.582)  -0.46
H (2.000, 6.029, -1.496)  0.39
H (1.861, 5.918, 0.101)  0.28
H (0.523, 5.342, -0.962)  0.30
H (2.374, 3.547, -2.676)  0.39
H (0.797, 2.896, -2.002)  0.25
H (2.350, 1.683, -0.407)  -0.44
H (3.579, 1.735, -1.560)  0.32
H (1.010, 0.553, -2.403)  0.50
H (1.852, -0.843, -1.196)  -0.79
H (3.590, -0.435, -1.708)  0.65
H (2.875, -1.171, -4.011)  0.42
H (1.516, -1.761, -3.308)  0.12
H (3.076, -3.697, -4.575)  0.31
H (1.588, -3.816, -3.477)  -0.07
H (3.084, -4.706, -3.079)  0.22
C (2.861, -0.708, 1.358)  0.07
C (1.607, -0.356, 1.946)  -0.38
O (0.427, -0.086, 1.119)  1.39
H (3.718, -0.726, 2.065)  0.65
H (3.195, 0.046, 0.591)  -0.36
H (2.811, -1.690, 0.805)  -0.66
H (1.605, 0.616, 2.464)  0.34
H (1.269, -1.167, 2.720)  0.31
H (0.225, -0.987, 0.868)  -0.36
C (-3.046, -0.653, -0.520)  0.98
C (-4.252, -1.344, -0.054)  -1.07
O (-5.097, -0.439, 0.668)  -0.49
H (-2.520, -1.321, -1.210)  -0.61
H (-2.340, -0.501, 0.325)  -0.81
H (-3.442, 0.191, -0.942)  0.73
H (-3.965, -2.183, 0.498)  0.44
H (-4.834, -1.661, -0.860)  0.49
H (-5.474, 0.194, 0.063)  0.32
C (-0.772, 2.987, 0.664)  1.13
C (-0.521, 3.166, 2.079)  0.46
O (0.148, 4.453, 2.222)  -0.61
O (-1.439, 1.837, 0.226)  -0.39
H (0.200, 3.008, 0.219)  -1.00
H (-1.281, 3.823, 0.161)  0.46
H (-0.104, 2.193, 2.485)  -0.30
H (-1.469, 3.233, 2.596)  -0.12
H (1.095, 4.380, 2.246)  0.33
H (-0.770, 1.186, 0.197)  -0.06
C (5.251, -3.764, -0.122)  -0.58
C (6.086, -4.518, -1.019)  -0.15
O (6.438, -5.732, -0.531)  -0.52
O (4.827, -2.578, -0.822)  -0.41
H (5.860, -3.467, 0.708)  0.31
H (4.398, -4.235, 0.272)  0.35
H (7.040, -3.897, -1.133)  0.19
H (5.571, -4.693, -2.030)  0.19
H (5.611, -6.181, -0.382)  0.32
H (4.120, -2.684, -1.522)  0.46
C (4.699, 3.696, 1.410)  -0.29
C (5.738, 3.054, 0.670)  -0.04
O (6.768, 4.045, 0.601)  -0.59
O (3.531, 2.888, 1.317)  -0.31
H (4.311, 4.662, 1.008)  0.21
H (4.936, 3.973, 2.404)  0.45
H (5.438, 2.911, -0.356)  0.03
H (5.932, 2.070, 1.048)  0.27
H (7.029, 4.317, -0.302)  0.32
H (3.109, 3.367, 0.610)  0.07



Formula: C27H23FeN3PS4Sb
Source: the OMol25 dataset
Level of theory: ωB97M-V/def2-TZVPD

Charge: -2
E_HOMO (spin up / spin down) (eV): -0.440 / -0.447
Multiplicity: 5
<S²>: 6.0237

Last column: natural (NBO) charge in e.
Atoms and positions in Å:
Fe (-0.038, -1.580, 0.947)  1.20
N (-2.827, 0.382, 0.627)  -0.80
C (-3.833, -0.535, 0.763)  0.20
C (-5.143, -0.089, 0.633)  -0.29
C (-6.232, -0.959, 0.657)  -0.19
C (-6.031, -2.299, 0.839)  -0.26
C (-4.726, -2.797, 1.034)  -0.10
C (-4.516, -4.162, 1.314)  -0.13
C (-3.243, -4.602, 1.533)  -0.26
C (-2.185, -3.697, 1.446)  0.06
N (-2.312, -2.412, 1.168)  -0.52
C (-3.589, -1.935, 0.983)  0.18
H (-3.083, 1.331, 0.834)  0.37
H (-1.873, 0.164, 0.898)  0.44
H (-5.303, 0.976, 0.509)  0.19
H (-7.235, -0.565, 0.541)  0.20
H (-6.863, -2.993, 0.853)  0.20
H (-5.362, -4.836, 1.371)  0.20
H (-3.038, -5.637, 1.770)  0.22
H (-1.171, -4.054, 1.598)  0.25
S (3.535, -5.317, -1.546)  -1.07
Sb (3.534, -4.460, 0.632)  0.88
S (1.426, -2.388, 2.486)  -0.59
S (1.007, -3.600, 0.872)  -0.55
S (3.475, -6.400, 1.909)  -1.02
N (0.139, 0.457, 1.066)  -1.56
P (1.070, 1.180, 0.081)  1.74
C (2.579, 1.902, 0.827)  -0.30
C (2.701, 3.251, 1.149)  -0.23
C (3.815, 3.711, 1.835)  -0.22
C (4.810, 2.826, 2.226)  -0.22
C (4.669, 1.470, 1.955)  -0.22
C (3.559, 1.010, 1.267)  -0.19
C (1.753, 0.223, -1.338)  -0.40
C (3.062, 0.278, -1.805)  -0.23
C (3.506, -0.634, -2.750)  -0.16
C (2.648, -1.598, -3.259)  -0.20
C (1.329, -1.631, -2.834)  -0.18
C (0.889, -0.736, -1.874)  -0.21
C (0.368, 2.642, -0.800)  -0.37
C (-0.849, 3.158, -0.374)  -0.20
C (-1.410, 4.258, -1.007)  -0.21
C (-0.751, 4.851, -2.075)  -0.23
C (0.468, 4.342, -2.505)  -0.24
C (1.023, 3.240, -1.873)  -0.14
H (1.927, 3.946, 0.842)  0.21
H (3.913, 4.767, 2.063)  0.19
H (5.685, 3.190, 2.751)  0.20
H (5.435, 0.776, 2.277)  0.22
H (3.438, -0.050, 1.062)  0.25
H (3.745, 1.030, -1.426)  0.21
H (4.539, -0.612, -3.077)  0.20
H (3.013, -2.350, -3.941)  0.23
H (0.657, -2.382, -3.228)  0.22
H (-0.159, -0.731, -1.566)  0.21
H (-1.342, 2.673, 0.460)  0.23
H (-2.362, 4.657, -0.676)  0.20
H (-1.188, 5.707, -2.577)  0.20
H (0.982, 4.807, -3.338)  0.20
H (1.969, 2.836, -2.212)  0.21



Formula: C9H10AuN3O2S4
Source: the OMol25 dataset
Level of theory: ωB97M-V/def2-TZVPD

E_HOMO (eV): -8.053

Last column: natural (NBO) charge in e.
Atoms and positions in Å:
Au (-1.161, 0.853, 2.104)  1.05
S (-3.002, -1.306, 5.677)  0.10
C (-2.358, -0.484, 4.445)  -0.58
S (-3.125, 0.245, 3.053)  0.10
S (-0.678, -0.092, 4.147)  0.07
O (0.722, 1.665, 1.563)  -1.05
S (1.296, 2.391, 0.332)  1.22
C (0.690, 1.599, -1.174)  -0.61
C (1.669, 0.486, -1.526)  -0.42
C (3.051, 1.046, -1.210)  -0.41
C (2.949, 1.635, 0.194)  -0.58
H (0.663, 2.385, -1.931)  0.25
H (-0.327, 1.266, -0.978)  0.31
H (1.549, 0.202, -2.569)  0.26
H (1.458, -0.395, -0.915)  0.22
H (3.309, 1.828, -1.928)  0.21
H (3.836, 0.292, -1.248)  0.24
H (3.705, 2.374, 0.448)  0.24
H (2.927, 0.858, 0.960)  0.25
N (-1.935, -2.136, 0.644)  -0.81
C (-1.754, -1.163, -0.274)  0.67
O (-1.649, 0.050, 0.096)  -0.82
C (-1.677, -1.516, -1.643)  -0.56
C (-1.773, -2.868, -2.017)  0.29
N (-1.817, -3.997, -2.254)  -0.37
C (-1.437, -0.519, -2.604)  0.32
N (-1.198, 0.305, -3.376)  -0.41
H (-1.935, -1.904, 1.619)  0.40
H (-1.998, -3.100, 0.365)  0.42



What are the total energy values for these records? In order: -63371.934 -126400.207 -65091.877 eV.
What are the energy above the lowest of the compared OMol25 structures with the same formula, charge and spin values for these records? In order: 922.4 227.0 109.0 kJ/mol.